# 1
Formula: C3H9NO3
Source: the Open Molecules 2025 dataset
Level of theory: ωB97M-V/def2-TZVPD

Element x y z (Å)
C (2.10, 0.09, -0.15)
C (0.62, 0.41, -0.42)
C (-0.24, -0.60, 0.27)
N (-3.30, 0.34, 0.13)
O (0.31, 1.69, 0.03)
O (-0.40, -1.83, -0.20)
O (-2.21, 0.42, -0.62)
H (2.28, 0.03, 0.92)
H (2.72, 0.87, -0.57)
H (2.36, -0.86, -0.61)
H (0.44, 0.34, -1.51)
H (-0.47, -0.49, 1.31)
H (-3.22, 0.79, 1.04)
H (-3.66, -0.62, 0.19)
H (-0.64, 1.79, -0.11)
H (-0.25, -1.85, -1.16)

Summary:
E_tot, eV: -10885.3223
Energy relative to the best compared isomer or geometry (same formula, charge and spin), eV: 5.2591
Molecular weight, g/mol: 107.1
HOMO-LUMO gap (spin up / spin down), eV: 7.0 / 9.3

=====

# 2
Formula: C41H38F5N3O2RhS2Te
Source: the Open Molecules 2025 dataset
Level of theory: ωB97M-V/def2-TZVPD

Element x y z (Å)
Rh (-1.57, 1.08, -0.36)
C (-2.51, -3.36, -4.76)
C (-3.18, -2.00, -4.61)
N (-3.41, -1.62, -3.21)
C (-4.75, -1.86, -2.68)
C (-5.04, -3.32, -2.36)
C (-2.41, -1.10, -2.48)
S (-2.68, -0.83, -0.79)
N (-1.25, -0.96, -3.12)
C (-0.23, -0.20, -2.77)
O (-0.20, 0.75, -1.94)
C (1.05, -0.46, -3.52)
C (1.19, -1.57, -4.34)
C (2.38, -1.81, -5.00)
C (3.45, -0.93, -4.86)
C (3.31, 0.19, -4.05)
C (2.11, 0.43, -3.39)
H (-2.37, -3.59, -5.81)
H (-3.11, -4.16, -4.32)
H (-1.54, -3.36, -4.27)
H (-4.15, -2.00, -5.10)
H (-2.57, -1.23, -5.08)
H (-5.46, -1.48, -3.42)
H (-4.86, -1.26, -1.78)
H (-5.09, -3.93, -3.26)
H (-6.00, -3.39, -1.85)
H (-4.27, -3.72, -1.70)
H (0.35, -2.25, -4.46)
H (2.48, -2.68, -5.64)
H (4.38, -1.11, -5.38)
H (4.13, 0.89, -3.95)
H (1.98, 1.31, -2.78)
C (5.79, -3.31, 1.63)
C (4.86, -2.20, 1.23)
C (5.31, -0.90, 1.03)
C (4.45, 0.13, 0.68)
C (5.06, 1.49, 0.45)
C (3.08, -0.15, 0.57)
Te (1.85, 1.56, 0.20)
N (0.22, 0.88, 1.10)
C (-0.37, 1.94, 1.77)
O (-0.54, 3.04, 1.23)
C (-0.81, 1.69, 3.17)
C (-0.73, 0.43, 3.75)
C (-1.13, 0.24, 5.06)
C (-1.61, 1.32, 5.80)
C (-1.69, 2.58, 5.22)
C (-1.30, 2.77, 3.91)
C (2.59, 2.92, 1.63)
C (2.73, 4.20, 1.12)
C (3.24, 5.21, 1.91)
C (3.60, 4.93, 3.22)
C (3.44, 3.65, 3.73)
C (2.92, 2.61, 2.95)
C (2.76, 1.25, 3.56)
C (2.60, -1.46, 0.66)
C (1.20, -1.92, 0.34)
C (3.51, -2.45, 1.02)
H (6.83, -2.98, 1.59)
H (5.67, -4.17, 0.98)
H (5.58, -3.64, 2.65)
H (6.37, -0.69, 1.13)
H (6.06, 1.37, 0.02)
H (5.16, 2.06, 1.37)
H (4.50, 2.11, -0.25)
H (-0.36, -0.39, 3.15)
H (-1.08, -0.74, 5.51)
H (-1.92, 1.17, 6.83)
H (-2.07, 3.42, 5.80)
H (-1.37, 3.73, 3.43)
H (2.44, 4.42, 0.10)
H (3.34, 6.22, 1.52)
H (4.00, 5.71, 3.86)
H (3.71, 3.44, 4.76)
H (2.41, 1.34, 4.59)
H (3.71, 0.70, 3.56)
H (2.03, 0.64, 3.03)
H (0.58, -1.16, -0.13)
H (0.68, -2.24, 1.24)
H (1.26, -2.78, -0.32)
H (3.14, -3.47, 1.09)
F (-8.35, -0.80, -0.68)
C (-7.22, -0.20, -0.32)
C (-6.62, 0.72, -1.16)
F (-7.17, 0.98, -2.35)
C (-5.43, 1.32, -0.79)
F (-4.87, 2.17, -1.65)
C (-4.80, 1.04, 0.42)
S (-3.33, 1.87, 0.90)
C (-5.42, 0.10, 1.24)
F (-4.87, -0.26, 2.40)
C (-6.61, -0.51, 0.89)
F (-7.19, -1.41, 1.69)

Summary:
E_tot, eV: -97257.5353
Energy relative to the best compared isomer or geometry (same formula, charge and spin), eV: 0.6496
Molecular weight, g/mol: 994.4
HOMO-LUMO gap (spin up / spin down), eV: 7.5 / 7.3
2S+1: 2

=====

# 3
Formula: C5H7NO
Source: the Open Molecules 2025 dataset
Level of theory: ωB97M-V/def2-TZVPD

Element x y z (Å)
C (1.49, -0.59, 1.31)
C (0.32, -0.27, 0.74)
C (-0.17, -0.21, -0.65)
N (0.15, -1.34, -1.33)
C (-0.95, 0.86, -1.03)
C (-1.01, 1.78, 0.07)
O (-0.36, 1.57, 1.09)
H (2.44, -0.50, 0.82)
H (1.44, -0.77, 2.38)
H (-0.37, -0.84, 1.32)
H (-0.47, -1.68, -2.05)
H (0.64, -2.02, -0.76)
H (-1.48, 0.99, -1.97)
H (-1.63, 2.69, 0.07)

Summary:
E_tot, eV: -8833.3943
Energy relative to the best compared isomer or geometry (same formula, charge and spin), eV: 2.8085
Molecular weight, g/mol: 97.1
HOMO-LUMO gap, eV: 8.5
SMILES: C=C/C(N)=C\C=O

=====

- Among the records above, which one has the highest energy relative to the best compared isomer or geometry (same formula, charge and spin)?
  C3H9NO3